Model one:
Molecular formula: C20H21N5OS
Method: DFT, ωB97M-V/def2-TZVPD

```
48
Properties=species:S:1:pos:R:3:nbo_charge:R:1
O -0.76 0.44 -3.05 -0.624
C -1.34 1.38 -2.53 0.665
N -0.73 2.54 -2.26 -0.438
C -1.29 3.70 -1.58 -0.220
C -0.13 4.69 -1.51 -0.407
H -0.13 5.33 -2.40 0.205
C 1.10 3.79 -1.53 -0.408
C 0.69 2.70 -2.51 -0.214
H 0.86 3.01 -3.54 0.192
H 1.20 1.75 -2.35 0.229
H 1.28 3.37 -0.54 0.203
H 2.00 4.32 -1.85 0.220
H -0.19 5.32 -0.63 0.220
H -1.64 3.42 -0.58 0.201
H -2.14 4.10 -2.14 0.199
C -2.79 1.26 -2.09 -0.600
H -3.27 0.41 -2.58 0.268
H -3.37 2.17 -2.23 0.235
S -2.76 0.91 -0.29 0.242
C -2.04 -0.68 -0.41 0.147
N -2.64 -1.74 -0.89 -0.270
N -1.77 -2.73 -0.87 -0.273
C -0.63 -2.28 -0.39 0.338
N -0.76 -0.96 -0.07 -0.347
C 0.19 -0.06 0.53 -0.251
C 0.18 -0.22 2.04 -0.055
C -0.97 0.08 2.75 -0.151
C -1.00 -0.09 4.13 -0.224
C 0.12 -0.55 4.79 -0.210
C 1.27 -0.84 4.08 -0.209
C 1.30 -0.68 2.71 -0.192
H 2.19 -0.91 2.15 0.219
H 2.15 -1.20 4.60 0.212
H 0.10 -0.68 5.87 0.213
H -1.90 0.14 4.68 0.214
H -1.85 0.44 2.24 0.201
H -0.10 0.96 0.26 0.228
H 1.18 -0.29 0.14 0.256
C 0.56 -3.10 -0.26 0.138
N 1.69 -2.54 0.17 -0.442
C 2.77 -3.29 0.26 0.042
C 2.79 -4.64 -0.06 -0.256
C 1.62 -5.23 -0.52 -0.165
C 0.48 -4.45 -0.62 -0.208
H -0.46 -4.84 -0.97 0.248
H 1.59 -6.27 -0.78 0.220
H 3.70 -5.21 0.03 0.221
H 3.66 -2.79 0.61 0.189
```

Computed properties:
- Gap between HOMO and LUMO: 8.964 eV
- Charge: 0
- HOMO: -0.3123 Ha
- E_LUMO: 0.47 eV
- Multiplicity: 1
- Structure (SMILES): O=C(CSc1nnc(-c2ccccn2)n1Cc1ccccc1)N1CCCC1

***

Model two:
Molecular formula: C20H21N5OS
Method: DFT, ωB97M-V/def2-TZVPD

```
48
Properties=species:S:1:pos:R:3:nbo_charge:R:1
O -1.24 -4.11 1.10 -0.625
C -0.67 -3.06 0.89 0.669
N -1.20 -1.87 1.26 -0.434
C -0.68 -0.55 1.00 -0.241
H 0.34 -0.58 0.64 0.241
C -1.58 0.15 -0.03 -0.225
N -2.93 0.21 0.48 -0.470
C -3.78 1.24 0.07 0.268
C -5.09 1.01 -0.35 -0.300
C -5.92 2.06 -0.69 -0.186
C -5.46 3.37 -0.63 -0.251
C -4.16 3.61 -0.21 -0.189
C -3.33 2.56 0.13 -0.277
H -2.33 2.78 0.48 0.207
H -3.80 4.62 -0.15 0.211
H -6.11 4.19 -0.89 0.212
H -6.93 1.85 -1.01 0.211
H -5.47 0.00 -0.43 0.213
C -3.46 -1.11 0.74 -0.225
H -4.46 -1.03 1.16 0.216
C -2.56 -1.82 1.75 -0.228
H -2.90 -2.85 1.91 0.250
H -2.57 -1.28 2.70 0.195
H -3.51 -1.72 -0.18 0.181
H -1.21 1.15 -0.23 0.214
H -1.55 -0.43 -0.97 0.189
H -0.71 0.02 1.93 0.198
C 0.69 -3.05 0.20 -0.620
H 1.42 -2.43 0.71 0.266
H 1.03 -4.08 0.14 0.256
S 0.56 -2.43 -1.52 0.306
C 1.72 -1.16 -1.50 0.149
N 2.32 -0.70 -0.41 -0.350
N 3.13 0.28 -0.87 -0.208
C 2.97 0.37 -2.21 0.206
N 2.10 -0.51 -2.63 -0.474
H 3.47 1.07 -2.84 0.211
C 3.94 1.02 0.00 0.218
C 4.92 1.87 -0.50 -0.255
C 5.71 2.59 0.39 -0.190
C 5.52 2.47 1.75 -0.218
C 4.54 1.61 2.24 -0.188
C 3.75 0.89 1.37 -0.246
H 2.98 0.22 1.73 0.240
H 4.39 1.51 3.30 0.220
H 6.13 3.03 2.44 0.218
H 6.47 3.25 0.00 0.219
H 5.09 1.96 -1.56 0.215
```

Computed properties:
- Gap between HOMO and LUMO: 8.198 eV
- Charge: 0
- HOMO: -0.2868 Ha
- E_LUMO: 0.39 eV
- Multiplicity: 1
- Structure (SMILES): O=C(CSc1ncn(-c2ccccc2)n1)N1CCN(c2ccccc2)CC1

***

The structure with the greatest stability is model one.

***

Model one:
Molecular formula: C6H10S2
Method: DFT, ωB97M-V/def2-TZVPD

```
18
Properties=species:S:1:pos:R:3:nbo_charge:R:1
C 0.77 -1.78 -0.77 -0.627
C 1.04 -0.77 0.34 -0.409
C -0.11 0.26 0.55 -0.188
C -1.36 -0.35 1.12 -0.627
C 0.19 2.39 -0.39 -0.586
C -0.50 1.13 -0.72 -0.050
H 1.55 -2.53 -0.84 0.218
H -0.10 -2.39 -0.63 0.209
H 0.64 -1.37 -1.80 0.219
H 1.93 -0.18 0.08 0.214
H 1.20 -1.22 1.35 0.217
H -2.10 0.38 1.27 0.221
H -1.12 -0.86 2.05 0.215
H -1.75 -1.05 0.33 0.231
H -0.46 3.23 -0.37 0.244
H 1.13 2.54 -0.97 0.248
S 0.53 1.79 1.33 0.166
S -1.49 0.78 -1.94 0.083
```

Computed properties:
- Gap between HOMO and LUMO: 8.566 eV
- Charge: 0
- HOMO: -0.3258 Ha
- E_LUMO: -0.30 eV
- Multiplicity: 1

***

Model two:
Molecular formula: C6H10S2
Method: DFT, ωB97M-V/def2-TZVPD

```
18
Properties=species:S:1:pos:R:3:nbo_charge:R:1
C 1.63 -0.33 2.08 -0.492
C 0.94 1.06 -1.71 -0.435
C -0.22 1.55 -0.92 -0.446
C -0.12 0.17 -1.28 -0.009
C -1.97 -1.15 -0.45 -0.643
C -0.67 -1.01 -1.17 -0.195
S 2.97 0.39 1.54 0.050
S 1.33 -0.65 3.78 0.092
H 0.83 1.34 -2.72 0.214
H 2.00 0.99 -1.34 0.233
H -0.06 1.77 0.06 0.211
H -0.92 2.32 -1.38 0.215
H -2.59 -2.06 -0.59 0.219
H -2.67 -0.32 -0.76 0.222
H -1.60 -1.12 0.65 0.206
H -0.20 -1.90 -1.51 0.204
H 0.64 -0.55 1.57 0.219
H 2.59 -0.75 4.12 0.132
```

Computed properties:
- Gap between HOMO and LUMO: 8.409 eV
- Charge: 0
- HOMO: -0.3289 Ha
- E_LUMO: -0.54 eV
- Multiplicity: 1
- Structure (SMILES): CC=C1CC1.S=CS

***

Model three:
Molecular formula: C6H10S2
Method: DFT, ωB97M-V/def2-TZVPD

```
18
Properties=species:S:1:pos:R:3:nbo_charge:R:1
C -1.48 -0.02 0.15 -0.335
C -0.46 -0.25 -0.98 -0.423
C 0.61 -0.55 0.09 -0.184
C -0.57 -0.83 1.09 -0.399
C 1.42 0.63 0.53 -0.187
C 1.60 1.77 -0.12 -0.393
H -3.66 0.33 -0.81 0.127
H -1.51 1.02 0.45 0.223
H -0.71 -1.18 -1.53 0.230
H -0.30 0.55 -1.72 0.213
H 2.57 -1.43 -0.90 0.122
H -0.44 -0.50 2.13 0.224
H -0.85 -1.91 1.04 0.218
H 1.94 0.49 1.48 0.208
H 2.22 2.57 0.26 0.207
H 1.13 1.95 -1.05 0.187
S -3.18 -0.64 0.01 -0.032
S 1.68 -2.00 -0.13 -0.005
```

Computed properties:
- Gap between HOMO and LUMO: 9.812 eV
- Charge: 0
- HOMO: -0.3308 Ha
- E_LUMO: 0.81 eV
- Multiplicity: 1
- Structure (SMILES): C=C[C@]1(S)C[C@@H](S)C1

***

The structure with the greatest stability is model one.